Entry 1:
The following is a quantum chemistry calculation of C23H27BClI2N10O2W as an isolated structure in a non-equilibrium geometry, from the OMol25 dataset.

Geometry (Å):
W1 0.510 0.581 -0.759
C1 -3.128 0.309 -0.212
C2 -2.174 -0.667 0.377
C3 -2.481 -1.709 1.216
C4 -1.267 -2.290 1.573
N1 -0.280 -1.638 0.982
N2 -0.805 -0.624 0.213
B1 1.265 -1.943 1.042
N3 1.688 -2.197 -0.422
C5 2.281 -3.227 -1.033
C6 2.231 -3.043 -2.398
C7 1.582 -1.831 -2.590
C8 1.228 -1.193 -3.887
N4 1.268 -1.309 -1.384
N5 1.944 -0.617 1.511
C9 2.766 -0.377 2.517
C10 3.099 0.978 2.533
C11 2.430 1.553 1.484
C12 2.434 2.973 1.055
N6 1.715 0.560 0.832
N7 1.506 -3.022 2.042
C13 1.993 -4.297 2.057
C14 1.935 -4.757 3.338
C15 1.379 -3.694 4.092
C16 1.087 -3.656 5.553
N8 1.123 -2.661 3.311
H1 -4.104 0.154 0.243
H2 -3.227 0.172 -1.287
H3 -2.826 1.335 0.002
H4 -3.461 -1.998 1.552
H5 -1.050 -3.112 2.235
H6 2.713 -4.037 -0.476
H7 2.607 -3.704 -3.159
H8 0.993 -1.972 -4.610
H9 2.064 -0.613 -4.281
H10 0.365 -0.535 -3.798
H11 3.060 -1.178 3.174
H12 3.756 1.472 3.228
H13 3.232 3.499 1.572
H14 1.485 3.447 1.310
H15 2.590 3.069 -0.019
H16 2.332 -4.817 1.181
H17 2.241 -5.727 3.692
H18 1.348 -4.604 6.018
H19 0.029 -3.468 5.735
H20 1.658 -2.868 6.044
I1 -0.902 1.478 3.329
C17 -1.989 3.300 3.509
I2 -2.811 4.068 1.714
H21 -1.310 4.044 3.905
H22 -2.803 3.118 4.198
O1 -0.108 2.445 -0.356
N9 -0.775 3.100 -1.279
N10 -1.200 2.326 -2.173
O2 -1.005 1.020 -2.052
C18 -1.936 2.813 -3.306
C19 -1.762 4.142 -3.672
C20 -2.492 4.613 -4.749
C21 -3.356 3.766 -5.433
C22 -3.497 2.438 -5.051
C23 -2.782 1.941 -3.975
H23 -1.077 4.783 -3.137
H24 -2.378 5.642 -5.059
H25 -3.919 4.144 -6.275
H26 -4.165 1.785 -5.594
H27 -2.879 0.908 -3.673
Cl1 2.010 1.410 -2.267

Results
⟨S²⟩: 0.757
multiplicity: 2
ΔE to the lowest compared entry with this formula, charge and spin: 0.0000 eV
E_HOMO (alpha / beta): -14.0 / -14.0 eV
lowest unoccupied orbital energy (alpha / beta): -8.2689 / -7.9008 eV
calculated total energy: -2737.7727 hartree
charge: +2

Atom charges from the Löwdin analysis, given in e for atoms 1 to 8:
1 W 1.61
2 C -0.01
3 C -0.29
4 C 0.04
5 C 0.02
6 N 0.04
7 N -0.10
8 B -0.64


Entry 2:
The following is a quantum chemistry calculation of a 2-piece molecular cluster, C23H27ClNO overall in a non-equilibrium geometry, from the OMol25 dataset.

Geometry (Å):
C1 1.852 -3.481 1.792
H1 1.732 -2.895 2.695
H2 2.761 -3.617 1.337
H3 1.541 -4.489 2.107
C2 0.519 -2.955 0.744
C3 1.034 -1.504 0.273
H4 2.162 -1.357 -0.015
H5 0.788 -0.979 1.026
N1 0.082 -1.087 -0.948
C4 0.370 0.381 -0.913
H6 1.593 0.429 -1.206
H7 0.049 0.811 -0.195
C5 -0.494 1.214 -2.041
O1 -1.084 0.483 -2.801
C6 -0.055 2.510 -2.347
C7 -0.379 3.265 -3.375
C8 -0.229 4.598 -3.526
C9 0.716 5.263 -2.773
C10 1.173 4.390 -1.710
C11 1.048 3.231 -1.437
H8 1.283 2.787 -0.641
H9 2.071 5.130 -1.111
Cl1 1.131 6.754 -3.162
H10 -0.439 5.023 -4.510
H11 -1.299 2.455 -4.244
C12 0.373 -1.872 -2.101
C13 1.740 -1.598 -2.600
C14 2.658 -3.154 -2.557
H12 2.902 -3.114 -1.420
H13 2.157 -3.839 -2.848
H14 3.595 -3.009 -3.040
H15 2.255 -0.859 -2.367
H16 1.771 -1.607 -3.769
H17 0.057 -2.740 -1.955
H18 -0.321 -1.305 -2.855
C15 -1.199 -1.445 -0.558
C16 -1.770 -0.773 0.743
C17 -1.626 -0.240 1.998
C18 -2.140 0.232 3.139
C19 -0.992 0.520 3.971
C20 -1.379 1.060 5.498
C21 -2.517 1.334 5.644
C22 -3.773 1.084 4.737
C23 -3.529 0.625 3.571
H19 -4.303 0.277 2.669
H20 -4.909 1.106 5.186
H21 -3.056 1.682 6.789
H22 -0.737 1.269 6.222
H23 -0.186 0.237 3.731
H24 -1.806 -0.738 -1.373
H25 -1.562 -2.404 -0.542
H26 -0.280 -3.163 1.148
H27 0.652 -3.925 -0.080

Results
ΔE to the lowest compared entry with this formula, charge and spin: 22.6704 eV
E_HOMO: -11.0 eV
lowest unoccupied orbital energy: -3.7000 eV
calculated total energy: -1481.6947 hartree
charge: +1

Atom charges from the Löwdin analysis, given in e for atoms 1 to 8:
1 C -0.02
2 H 0.06
3 H 0.02
4 H 0.07
5 C -0.08
6 C -0.04
7 H 0.18
8 H 0.02


Entry 3:
The following is a quantum chemistry calculation of C23H27CrN5O4S as an isolated structure in a non-equilibrium geometry, from the OMol25 dataset.

Geometry (Å):
Cr1 0.114 0.434 -0.594
C1 2.028 3.501 -1.257
C2 2.780 2.204 -1.285
C3 4.171 2.270 -1.350
C4 4.916 1.122 -1.463
C5 4.252 -0.090 -1.540
C6 2.879 -0.109 -1.440
N1 2.139 1.020 -1.288
C7 2.136 -1.394 -1.488
C8 2.734 -2.632 -1.644
C9 1.954 -3.770 -1.551
C10 0.599 -3.654 -1.289
C11 0.059 -2.389 -1.176
N2 0.817 -1.297 -1.303
C12 -1.357 -2.103 -0.835
C13 -2.319 -3.086 -0.888
C14 -3.626 -2.768 -0.548
C15 -3.903 -1.479 -0.161
C16 -2.888 -0.526 -0.107
C17 -3.229 0.844 0.396
N3 -1.629 -0.824 -0.472
H1 2.699 4.316 -1.518
H2 1.621 3.713 -0.272
H3 1.206 3.511 -1.971
H4 4.654 3.237 -1.314
H5 5.997 1.161 -1.509
H6 4.810 -1.004 -1.671
H7 3.795 -2.725 -1.815
H8 2.406 -4.748 -1.647
H9 -0.010 -4.534 -1.148
H10 -2.058 -4.082 -1.211
H11 -4.402 -3.521 -0.582
H12 -4.907 -1.189 0.117
H13 -3.972 0.767 1.189
H14 -3.687 1.434 -0.400
H15 -2.353 1.359 0.779
N4 -0.807 1.666 -2.146
C18 -1.387 2.899 -1.537
C19 -0.807 3.163 -0.150
O1 -0.920 4.260 0.365
N5 -0.201 2.077 0.368
C20 0.485 2.195 1.653
C21 1.396 0.982 1.771
O2 2.392 0.951 2.439
O3 0.973 -0.061 1.033
H16 -0.029 1.936 -2.741
H17 -1.492 1.251 -2.769
H18 -2.462 2.780 -1.433
H19 -1.223 3.779 -2.156
H20 -0.212 2.143 2.489
H21 1.051 3.121 1.748
C22 -2.861 -1.451 3.613
S1 -1.344 -0.857 2.840
C23 -0.290 -2.189 3.417
O4 -0.969 0.360 3.610
H22 -2.694 -1.549 4.685
H23 -3.151 -2.407 3.170
H24 -3.630 -0.702 3.427
H25 -0.668 -3.136 3.024
H26 -0.285 -2.186 4.506
H27 0.710 -1.992 3.031

Results
⟨S²⟩: 3.776
multiplicity: 4
E_HOMO (alpha / beta): -11.0 / -11.1 eV
lowest unoccupied orbital energy (alpha / beta): -3.8010 / -4.0593 eV
calculated total energy: -2909.9845 hartree
charge: +1

Atom charges from the Löwdin analysis, given in e for atoms 1 to 8:
1 Cr 0.88
2 C 0.02
3 C -0.24
4 C 0.01
5 C 0.00
6 C 0.02
7 C -0.17
8 N 0.11


Entry 4:
The following is a quantum chemistry calculation of C23H27F5IN3O9S2 as an isolated structure in a non-equilibrium geometry, from the OMol25 dataset.

Geometry (Å):
N1 4.968 -1.491 -0.890
C1 4.401 -0.081 -1.059
C2 5.441 1.227 -1.125
C3 7.086 1.088 -1.050
C4 7.680 0.909 0.468
F1 7.501 2.202 1.170
C5 4.830 2.738 -1.282
C6 3.199 2.839 -1.401
C7 2.118 1.608 -1.377
C8 0.529 1.964 -1.564
C9 -0.377 1.841 -0.203
O1 0.436 1.847 1.059
C10 -1.447 0.595 -0.193
F2 -1.003 -0.605 0.555
F3 -1.927 0.173 -1.530
F4 -2.667 1.107 0.537
C11 2.744 0.080 -1.186
C12 1.745 -1.223 -1.166
O2 0.682 -1.220 -2.018
N2 1.910 -2.471 -0.324
C13 1.662 -2.222 1.148
O3 1.196 -3.198 1.964
F5 1.857 -0.885 1.816
C14 3.043 4.463 -1.541
O4 1.970 5.250 -1.655
N3 4.363 5.225 -1.556
I1 4.286 6.325 0.204
C15 5.522 4.219 -1.389
O5 6.804 4.618 -1.381
H1 4.587 -1.834 0.041
H2 6.008 -1.473 -0.752
H3 7.533 2.114 -1.466
H4 7.523 0.246 -1.753
H5 8.841 0.714 0.357
H6 7.238 -0.022 1.023
H7 0.140 1.349 -2.480
H8 0.482 3.109 -1.898
H9 -1.032 2.836 -0.142
H10 -0.174 2.269 1.755
H11 2.808 -2.972 -0.509
C16 -4.784 -0.884 -2.684
C17 -5.955 -0.357 -1.856
C18 -6.730 0.626 -2.732
S1 -6.468 0.105 -4.421
O6 -5.713 1.132 -5.107
O7 -7.704 -0.435 -4.951
C19 -5.368 -1.245 -4.041
H12 -4.307 -1.747 -2.209
H13 -4.028 -0.098 -2.797
H14 -6.607 -1.192 -1.573
H15 -5.615 0.121 -0.932
H16 -7.800 0.607 -2.508
H17 -6.346 1.644 -2.628
H18 -4.612 -1.342 -4.822
H19 -5.968 -2.159 -3.982
C20 -1.251 -2.720 3.799
C21 -1.833 -3.716 4.802
C22 -2.695 -2.925 5.785
S2 -3.279 -1.490 4.896
O8 -2.699 -0.308 5.498
O9 -4.703 -1.622 4.660
C23 -2.412 -1.833 3.377
H20 -0.798 -3.226 2.941
H21 -0.475 -2.117 4.286
H22 -2.455 -4.447 4.271
H23 -1.048 -4.271 5.324
H24 -3.550 -3.511 6.131
H25 -2.110 -2.579 6.641
H26 -2.093 -0.900 2.910
H27 -3.098 -2.371 2.715

Results
E_HOMO: -9.7 eV
lowest unoccupied orbital energy: -2.5731 eV
calculated total energy: -3326.8469 hartree
charge: 0

Atom charges from the Löwdin analysis, given in e for atoms 1 to 8:
1 N 0.02
2 C -0.06
3 C -0.01
4 C -0.15
5 C -0.15
6 F -0.12
7 C 0.04
8 C 0.04


Entry 5:
The following is a quantum chemistry calculation of a 6-piece molecular cluster, C23H27F5INO18 overall, from the OMol25 dataset.

Geometry (Å):
N1 5.364 -1.998 -3.376
C1 4.974 -2.285 -4.758
C2 5.522 -1.256 -5.735
C3 4.925 0.161 -5.612
C4 5.791 1.089 -4.769
O1 6.971 1.219 -4.815
O2 5.020 1.769 -3.881
C5 3.651 1.679 -4.310
C6 3.544 0.309 -4.980
C7 2.351 0.221 -5.953
C8 1.461 -0.963 -5.668
O3 1.199 -1.865 -6.377
I1 0.615 -0.853 -3.675
H1 4.635 -2.224 -2.711
H2 5.616 -1.028 -3.233
H3 3.886 -2.374 -4.875
H4 5.395 -3.254 -5.037
H5 5.351 -1.619 -6.749
H6 6.602 -1.181 -5.593
H7 4.929 0.597 -6.617
H8 3.458 2.475 -5.037
H9 3.011 1.803 -3.439
H10 3.430 -0.432 -4.189
H11 1.731 1.118 -5.868
H12 2.672 0.123 -6.992
C9 -2.215 2.619 -0.022
C10 -2.055 1.116 0.070
O4 -0.967 0.867 -0.799
C11 -0.211 2.009 -0.875
O5 0.876 2.052 -1.343
O6 -0.879 3.037 -0.326
F1 -3.141 0.438 -0.384
H13 -2.874 2.886 -0.850
H14 -2.567 3.074 0.898
H15 -1.812 0.739 1.065
C12 0.005 -2.889 -0.266
C13 0.116 -1.810 0.792
O7 1.270 -2.189 1.507
C14 2.061 -2.933 0.679
O8 3.182 -3.229 0.903
O9 1.372 -3.263 -0.440
F2 -0.952 -1.783 1.631
H16 -0.561 -3.745 0.105
H17 -0.414 -2.536 -1.203
H18 0.261 -0.807 0.389
C15 -0.062 3.460 4.030
C16 -0.805 2.936 5.245
O10 -2.144 3.324 4.970
C17 -2.289 3.429 3.630
O11 -3.326 3.503 3.056
O12 -1.081 3.418 3.023
F3 -0.406 3.525 6.396
H19 0.247 4.494 4.190
H20 0.785 2.853 3.728
H21 -0.768 1.855 5.358
C18 -1.280 0.603 8.839
C19 -2.370 -0.444 8.691
O13 -2.467 -0.584 7.283
C20 -1.288 -0.211 6.731
O14 -0.980 -0.396 5.599
O15 -0.512 0.407 7.647
F4 -3.557 -0.025 9.178
H22 -1.718 1.603 8.827
H23 -0.647 0.474 9.711
H24 -2.137 -1.417 9.126
C21 -5.629 -1.632 -0.513
C22 -6.931 -0.877 -0.323
O16 -7.878 -1.916 -0.209
C23 -7.239 -3.044 0.218
O17 -7.781 -4.025 0.594
O18 -5.898 -2.865 0.158
F5 -7.241 -0.104 -1.392
H25 -5.463 -1.824 -1.574
H26 -4.764 -1.147 -0.072
H27 -6.974 -0.256 0.574

Results
E_HOMO: -9.3 eV
lowest unoccupied orbital energy: 0.1207 eV
calculated total energy: -3098.8163 hartree
SMILES: NCC[C@@H]1C(=O)OC[C@H]1CC(=O)I.O=C1OC[C@@H](F)O1.O=C1OC[C@@H](F)O1.O=C1OC[C@@H](F)O1.O=C1OC[C@@H](F)O1.O=C1OC[C@@H](F)O1
charge: 0

Atom charges from the Löwdin analysis, given in e for atoms 1 to 8:
1 N 0.03
2 C -0.27
3 C -0.13
4 C -0.18
5 C -0.47
6 O 0.15
7 O 0.04
8 C -0.10


Entry 6:
The following is a quantum chemistry calculation of a single C23H27FN4O5 molecule in a non-equilibrium geometry, from the OMol25 dataset.

Geometry (Å):
O1 -4.474 -2.091 1.003
C1 -4.174 -1.969 -0.172
N1 -4.995 -1.637 -1.174
H1 -4.559 -1.552 -2.085
C2 -6.358 -1.208 -0.986
H2 -6.752 -1.719 -0.105
H3 -6.941 -1.478 -1.868
C3 -6.432 0.311 -0.754
O2 -6.016 1.055 -1.871
H4 -5.067 0.932 -2.004
H5 -7.470 0.597 -0.572
H6 -5.835 0.562 0.133
C4 -2.731 -2.109 -0.658
O3 -2.437 -1.979 -1.835
N2 -1.876 -2.311 0.351
H7 -2.298 -2.358 1.272
C5 -0.459 -2.090 0.244
H8 -0.245 -1.903 -0.810
H9 0.082 -2.987 0.560
C6 -0.026 -0.891 1.133
N3 1.347 -0.458 0.941
C7 1.685 0.090 -0.357
H10 0.921 0.810 -0.651
C8 3.030 0.804 -0.234
N4 4.047 -0.136 0.187
C9 5.372 0.072 -0.164
C10 5.699 0.360 -1.495
C11 7.010 0.516 -1.895
C12 8.020 0.373 -0.962
C13 7.739 0.081 0.357
C14 6.422 -0.063 0.752
H11 6.218 -0.265 1.791
H12 8.543 -0.021 1.069
F1 9.309 0.520 -1.351
H13 7.255 0.735 -2.922
H14 4.918 0.444 -2.234
C15 3.708 -0.724 1.462
C16 2.350 -1.423 1.338
H15 2.077 -1.847 2.306
H16 2.448 -2.242 0.606
H17 4.456 -1.471 1.730
H18 3.647 0.035 2.256
H19 3.301 1.253 -1.188
H20 2.927 1.607 0.514
H21 1.767 -0.691 -1.131
C17 -0.976 0.283 1.008
C18 -1.270 1.018 2.148
C19 -2.155 2.092 2.140
C20 -2.755 2.396 0.942
C21 -2.467 1.664 -0.209
C22 -1.574 0.623 -0.211
H22 -1.371 0.093 -1.126
O4 -3.220 2.146 -1.252
C23 -3.911 3.270 -0.738
O5 -3.673 3.366 0.651
H23 -4.988 3.157 -0.927
H24 -3.546 4.184 -1.237
H25 -2.374 2.653 3.032
H26 -0.794 0.751 3.079
H27 -0.080 -1.233 2.176

Results
ΔE to the lowest compared entry with this formula, charge and spin: 0.3472 eV
E_HOMO: -7.8 eV
lowest unoccupied orbital energy: 0.6159 eV
calculated total energy: -1587.7505 hartree
SMILES: O=C(NCCO)C(=O)NC[C@H](c1ccc2c(c1)OCO2)N1CCN(c2ccc(F)cc2)CC1
charge: 0

Atom charges from the Löwdin analysis, given in e for atoms 1 to 8:
1 O 0.07
2 C -0.41
3 N 0.08
4 H 0.14
5 C -0.14
6 H 0.12
7 H 0.13
8 C -0.24


Entry 7:
The following is a quantum chemistry calculation of a single C23H27N3O4 molecule, from the OMol25 dataset.

Geometry (Å):
C1 -1.176 -4.154 -1.282
H1 -2.134 -3.870 -1.730
O1 -0.523 -3.046 -0.712
C2 -1.108 -2.407 0.336
C3 -2.365 -2.710 0.843
C4 -2.890 -1.974 1.894
C5 -2.167 -0.933 2.449
C6 -0.911 -0.631 1.954
C7 -0.362 -1.347 0.893
C8 0.999 -1.112 0.430
C9 1.608 0.081 0.332
N1 2.971 0.262 0.116
C10 3.948 -0.676 -0.047
O2 3.734 -1.867 -0.161
C11 5.325 -0.106 -0.114
C12 6.274 -0.799 -0.862
C13 7.571 -0.333 -0.954
C14 7.939 0.823 -0.284
C15 7.007 1.505 0.481
C16 5.704 1.047 0.568
H2 5.001 1.579 1.194
H3 7.298 2.397 1.017
H4 8.953 1.188 -0.351
H5 8.298 -0.872 -1.543
H6 5.969 -1.703 -1.367
H7 3.245 1.236 0.186
C17 0.936 1.418 0.446
O3 1.515 2.378 0.928
N2 -0.285 1.491 -0.118
H8 -0.689 0.648 -0.495
C18 -1.121 2.667 -0.014
H9 -0.645 3.310 0.730
H10 -1.147 3.209 -0.966
C19 -2.551 2.316 0.406
N3 -3.461 2.279 -0.729
C20 -3.159 1.311 -1.772
H11 -2.105 1.366 -2.042
C21 -3.536 -0.123 -1.379
H12 -3.397 -0.803 -2.221
O4 -4.901 -0.211 -1.026
C22 -5.210 0.678 0.028
H13 -6.282 0.576 0.204
C23 -4.856 2.124 -0.345
H14 -5.079 2.792 0.489
H15 -5.463 2.423 -1.206
H16 -4.667 0.376 0.938
H17 -2.915 -0.465 -0.536
H18 -3.751 1.598 -2.647
H19 -2.927 3.102 1.066
H20 -2.525 1.378 0.984
H21 1.574 -2.001 0.214
H22 -0.327 0.157 2.406
H23 -2.572 -0.368 3.276
H24 -3.869 -2.222 2.275
H25 -2.949 -3.515 0.426
H26 -0.507 -4.517 -2.061
H27 -1.338 -4.947 -0.546

Results
ΔE to the lowest compared entry with this formula, charge and spin: 2.0372 eV
E_HOMO: -8.1 eV
lowest unoccupied orbital energy: 0.3280 eV
calculated total energy: -1357.8661 hartree
SMILES: COc1ccccc1/C=C(/NC(=O)c1ccccc1)C(=O)NCCN1CCOCC1
charge: 0

Atom charges from the Löwdin analysis, given in e for atoms 1 to 8:
1 C -0.08
2 H 0.09
3 O -0.08
4 C -0.24
5 C -0.03
6 C -0.09
7 C -0.10
8 C -0.04


- The lowest calculated total energy belongs to which entry?
  C23H27F5IN3O9S2